# 1
DFT (ωB97M-V with the def2-TZVPD basis set) results for a molecular structure, C48H83KN5O3SSbSi3 at a distorted geometry.

Geometry as XYZ:
```
145
Properties=species:S:1:pos:R:3:lowdin_charge:R:1
K -1.341 -0.762 0.464 0.6782
C 0.393 -0.226 4.908 -0.0412
C -0.058 0.026 3.492 -0.3172
N -1.291 -0.072 3.125 0.0190
N -2.204 -0.308 4.069 -0.0458
C -3.243 -1.072 3.883 -0.9412
N -4.270 -0.857 4.807 0.0133
S -3.488 -2.348 2.777 0.4973
C 0.938 0.331 2.466 -0.2508
C 2.304 0.093 2.673 -0.0159
C 3.193 0.284 1.632 -0.0710
C 2.719 0.722 0.403 -0.0581
C 1.364 0.990 0.304 -0.1868
N 0.506 0.812 1.294 -0.0054
H -0.492 -0.263 5.538 0.0597
H 1.054 0.572 5.257 0.0753
H 0.917 -1.181 4.994 0.0608
H -3.982 -0.351 5.632 0.0638
H -4.801 -1.691 4.990 0.0356
H 2.655 -0.259 3.633 0.0995
H 4.249 0.091 1.777 0.0977
H 3.377 0.859 -0.445 0.1016
H 0.937 1.381 -0.616 0.0879
C 1.620 -7.988 -1.015 -0.0490
C 2.563 -6.773 -1.019 -0.5598
C 3.851 -7.130 -0.259 -0.0535
C 2.951 -6.471 -2.468 -0.0702
C 1.887 -5.587 -0.342 -0.1772
C 1.565 -4.440 -0.995 0.0262
C 0.905 -3.362 -0.328 -0.1661
N 0.558 -2.206 -0.867 0.1478
C 0.975 -1.651 -2.008 -0.1821
C 2.163 -1.990 -2.714 0.0187
C 2.485 -1.400 -3.900 -0.1819
C 1.611 -0.393 -4.404 0.0201
C 0.496 0.053 -3.756 -0.0735
C 0.118 -0.561 -2.489 -0.3126
O -0.893 -0.217 -1.846 -0.1340
C -0.338 1.212 -4.306 -0.5250
C 0.203 1.738 -5.638 -0.0777
C -1.789 0.755 -4.541 -0.0386
C -0.322 2.374 -3.297 -0.0355
C 3.740 -1.746 -4.693 -0.5607
C 3.345 -2.167 -6.118 -0.0546
C 4.673 -0.528 -4.767 -0.0490
C 4.513 -2.908 -4.066 -0.0701
C 0.445 -3.526 1.069 -0.2744
O -0.202 -2.624 1.610 -0.0907
C 0.821 -4.776 1.738 -0.0681
C 1.525 -5.705 1.037 0.0177
C 0.304 -5.089 3.143 -0.5317
C -1.214 -5.305 3.043 -0.0483
C 0.939 -6.358 3.723 -0.0824
C 0.584 -3.941 4.127 -0.0443
H 2.111 -8.850 -1.476 0.0774
H 0.711 -7.761 -1.575 0.0892
H 1.332 -8.259 0.002 0.0752
H 4.385 -7.935 -0.771 0.0771
H 3.642 -7.460 0.760 0.0731
H 4.505 -6.258 -0.203 0.0898
H 3.448 -7.340 -2.903 0.0802
H 3.638 -5.624 -2.512 0.0730
H 2.076 -6.241 -3.079 0.0870
H 1.714 -4.352 -2.061 0.0933
H 2.845 -2.679 -2.238 0.0945
H 1.884 0.077 -5.339 0.0870
H 0.210 0.955 -6.401 0.0794
H 1.214 2.141 -5.534 0.0825
H -0.443 2.545 -5.987 0.0802
H -1.817 -0.065 -5.265 0.0829
H -2.386 1.585 -4.929 0.0793
H -2.227 0.415 -3.607 0.0756
H 0.704 2.673 -3.072 0.0745
H -0.812 2.080 -2.370 0.0598
H -0.852 3.238 -3.706 0.0777
H 2.869 -1.351 -6.663 0.0727
H 2.641 -3.001 -6.080 0.0889
H 4.229 -2.482 -6.681 0.0764
H 4.182 0.316 -5.255 0.0766
H 5.579 -0.770 -5.330 0.0772
H 4.964 -0.213 -3.763 0.0873
H 3.876 -3.790 -3.982 0.0697
H 4.884 -2.650 -3.072 0.0872
H 5.371 -3.164 -4.693 0.0797
H 1.792 -6.629 1.535 0.0852
H -1.441 -6.090 2.315 0.0866
H -1.711 -4.385 2.734 0.0092
H -1.622 -5.598 4.014 0.0834
H 0.656 -7.252 3.161 0.0749
H 0.588 -6.489 4.748 0.0782
H 2.030 -6.283 3.744 0.0833
H 0.110 -3.030 3.774 0.0620
H 1.661 -3.767 4.223 0.0880
H 0.183 -4.189 5.113 0.0842
C -5.271 0.601 1.342 -0.0766
C -4.631 1.972 1.567 -0.6124
C -5.742 3.025 1.690 -0.0842
O -3.775 2.298 0.522 -0.5501
H -5.837 0.291 2.225 0.0675
H -4.504 -0.147 1.146 0.0257
H -5.947 0.646 0.482 0.0712
H -4.088 1.923 2.531 0.1062
H -6.310 3.045 0.756 0.0739
H -5.308 4.011 1.849 0.0274
H -6.421 2.794 2.518 0.0723
C 1.072 6.663 0.391 -0.2722
Si 0.751 4.745 0.410 0.4240
C 1.934 4.296 -1.050 -0.2670
C 1.802 4.179 1.923 -0.2688
Sb -1.732 3.065 0.669 1.0504
Si -2.849 4.789 -0.905 0.3605
C -1.687 5.987 -1.843 -0.2564
C -3.733 3.834 -2.309 -0.2351
C -4.179 5.946 -0.146 -0.2254
Si -2.072 4.366 2.908 0.3666
C -1.359 6.144 2.887 -0.2512
C -3.709 4.659 3.864 -0.2322
C -1.032 3.406 4.181 -0.2389
H 2.088 6.900 0.729 0.0095
H 0.373 7.222 1.018 -0.0149
H 0.965 7.040 -0.631 -0.0024
H 2.943 4.682 -0.863 0.0129
H 1.582 4.725 -1.994 0.0001
H 2.015 3.216 -1.188 -0.0220
H 2.874 4.365 1.772 0.0121
H 1.677 3.107 2.093 -0.0158
H 1.500 4.693 2.840 -0.0002
H -0.845 5.435 -2.272 -0.0026
H -1.271 6.752 -1.183 -0.0006
H -2.216 6.493 -2.657 0.0169
H -3.239 3.981 -3.273 0.0016
H -4.778 4.139 -2.410 0.0143
H -3.728 2.766 -2.080 0.0052
H -3.822 6.393 0.787 -0.0013
H -5.082 5.378 0.084 0.0023
H -4.449 6.757 -0.828 0.0143
H -1.742 6.715 2.037 0.0081
H -0.272 6.120 2.802 -0.0150
H -1.619 6.682 3.805 0.0184
H -4.357 5.375 3.352 0.0113
H -3.480 5.064 4.853 0.0185
H -4.274 3.734 3.999 0.0104
H -0.048 3.165 3.772 -0.0038
H -1.521 2.460 4.435 0.0097
H -0.888 3.976 5.105 0.0227
```

As for the LUMO energy (alpha / beta): 3.0 / 3.0 eV. Its total charge is -2. The calculation puts the total energy at -4485.314772 Ha.

---

# 2
DFT (ωB97M-V with the def2-TZVPD basis set) results for 13 unconnected molecules or ions with the total composition C48H84ClN12O4 at a distorted geometry.

Geometry as XYZ:
```
149
Properties=species:S:1:pos:R:3:lowdin_charge:R:1
Cl -0.947 -24.122 11.947 0.5726
O 0.389 -24.076 11.528 -0.3333
O -1.652 -25.003 11.061 -0.3895
O -1.098 -24.574 13.308 -0.3862
O -1.620 -22.860 11.891 -0.3733
C 0.095 -19.047 16.097 -0.1123
C -0.646 -20.391 15.994 -0.2476
C -1.970 -20.312 16.813 -0.1601
C -2.773 -19.090 16.314 -0.1679
N -3.444 -18.096 16.008 0.1186
H 0.171 -18.605 17.090 0.0798
H -0.341 -18.264 15.476 0.0673
H 1.073 -19.182 15.635 0.0575
H -0.020 -21.227 16.308 0.0640
H -0.874 -20.603 14.950 0.0998
H -1.690 -20.107 17.847 0.1087
H -2.561 -21.226 16.761 0.0993
C -6.772 -24.238 13.622 -0.1282
C -5.604 -24.659 12.815 -0.2490
C -4.310 -24.840 13.689 -0.1712
C -4.509 -25.847 14.744 -0.2300
N -4.701 -26.678 15.538 0.1412
H -6.620 -24.009 14.676 0.0780
H -7.526 -25.026 13.608 0.0766
H -7.196 -23.381 13.098 0.0694
H -5.453 -23.999 11.961 0.1071
H -5.867 -25.629 12.394 0.1044
H -3.840 -23.970 14.148 0.1123
H -3.627 -25.247 12.943 0.0815
C -1.217 -25.941 19.238 -0.0960
C -1.408 -26.174 17.683 -0.2502
C -1.330 -24.984 16.750 -0.1653
C -0.079 -24.150 16.897 -0.1580
N 0.860 -23.468 16.973 0.1685
H -1.324 -26.870 19.797 0.0686
H -1.641 -25.051 19.704 0.0678
H -0.154 -25.714 19.321 0.0523
H -2.381 -26.662 17.754 0.0929
H -0.741 -26.972 17.357 0.0776
H -2.053 -24.190 16.937 0.1086
H -1.561 -25.393 15.767 0.0913
C -1.351 -29.984 13.687 -0.0998
C -0.615 -28.818 14.292 -0.2491
C 0.246 -27.920 13.351 -0.1524
C 1.415 -28.603 12.638 -0.2140
N 2.321 -29.115 12.196 0.1267
H -1.714 -30.620 14.495 0.0751
H -0.792 -30.766 13.174 0.0762
H -2.128 -29.699 12.978 0.0589
H 0.076 -29.250 15.015 0.0945
H -1.112 -28.091 14.935 0.0966
H 0.636 -27.031 13.845 0.0820
H -0.400 -27.623 12.524 0.0961
C -3.612 -28.256 8.048 -0.0901
C -3.904 -27.356 9.310 -0.2547
C -3.597 -28.104 10.577 -0.1978
C -4.619 -29.188 10.686 -0.1979
N -5.480 -30.048 10.815 0.1153
H -2.538 -28.317 7.874 0.0559
H -3.917 -27.740 7.137 0.0573
H -4.084 -29.233 8.155 0.0643
H -4.946 -27.061 9.190 0.1053
H -3.417 -26.388 9.193 0.0917
H -3.674 -27.430 11.430 0.1032
H -2.607 -28.557 10.619 0.1129
C -5.464 -19.360 13.036 -0.1183
C -4.393 -20.291 12.459 -0.2151
C -3.032 -19.579 12.442 -0.1940
C -2.988 -18.265 11.866 -0.2498
N -2.942 -17.219 11.317 0.1310
H -5.553 -18.423 12.486 0.0657
H -5.190 -18.938 14.003 0.0511
H -6.452 -19.815 12.958 0.0705
H -4.692 -20.325 11.412 0.1026
H -4.460 -21.265 12.945 0.1026
H -2.359 -20.008 11.700 0.1079
H -2.481 -19.561 13.382 0.0977
C 4.659 -20.718 16.684 -0.1009
C 3.396 -21.530 16.342 -0.2696
C 3.308 -22.186 14.995 -0.1843
C 4.545 -22.783 14.448 -0.2127
N 5.495 -23.190 13.989 0.1812
H 5.045 -19.947 16.017 0.0692
H 5.456 -21.452 16.566 0.0611
H 4.787 -20.212 17.641 0.0687
H 2.547 -20.847 16.368 0.0771
H 3.239 -22.254 17.142 0.0899
H 3.041 -21.390 14.300 0.1233
H 2.520 -22.939 14.961 0.0913
C 0.177 -18.697 8.244 -0.1021
C -1.016 -19.573 7.903 -0.2300
C -0.682 -20.445 6.622 -0.1847
C 0.475 -21.356 6.642 -0.2322
N 1.349 -22.080 6.687 0.1433
H 0.825 -19.077 9.034 0.0783
H -0.192 -17.751 8.641 0.0734
H 0.759 -18.631 7.325 0.0706
H -1.920 -19.107 7.511 0.1014
H -1.338 -20.135 8.780 0.0998
H -0.538 -19.782 5.769 0.1127
H -1.475 -21.071 6.213 0.0992
C 1.826 -26.246 8.735 -0.1052
C 0.457 -26.572 8.129 -0.2334
C -0.334 -25.314 7.728 -0.1598
C -1.214 -25.667 6.574 -0.2405
N -1.964 -25.846 5.718 0.1282
H 2.305 -25.664 7.948 0.0691
H 2.389 -27.071 9.171 0.0764
H 1.835 -25.540 9.566 0.0549
H -0.151 -27.119 8.850 0.1010
H 0.652 -27.184 7.248 0.1082
H 0.229 -24.473 7.324 0.0883
H -1.059 -24.900 8.429 0.1001
C 5.339 -22.809 10.439 -0.1069
C 4.656 -23.968 9.707 -0.2598
C 5.582 -25.069 9.147 -0.1904
C 6.460 -25.921 9.994 -0.1952
N 7.104 -26.549 10.745 0.1208
H 6.028 -22.210 9.844 0.0713
H 5.842 -23.172 11.335 0.0438
H 4.505 -22.205 10.795 0.0675
H 4.080 -23.583 8.865 0.1050
H 3.931 -24.415 10.387 0.0982
H 6.203 -24.557 8.413 0.1111
H 4.862 -25.652 8.573 0.0943
C 5.837 -26.373 15.134 -0.0928
C 4.476 -26.516 14.341 -0.2379
C 3.306 -26.024 15.173 -0.2042
C 2.480 -26.933 16.074 -0.1609
N 1.885 -27.608 16.866 0.1253
H 6.498 -26.724 14.341 0.0664
H 5.914 -26.854 16.109 0.0673
H 6.051 -25.341 15.415 0.0381
H 4.318 -27.563 14.084 0.0995
H 4.471 -25.915 13.432 0.0945
H 2.601 -25.743 14.391 0.0963
H 3.563 -25.098 15.688 0.0940
C -4.286 -22.319 7.944 -0.0783
C -4.858 -23.321 6.866 -0.2263
C -5.499 -22.677 5.636 -0.1828
C -6.825 -22.027 5.921 -0.2403
N -7.855 -21.609 6.024 0.1311
H -3.870 -21.406 7.518 0.0517
H -3.409 -22.770 8.409 0.0612
H -4.965 -21.938 8.706 0.0639
H -5.580 -24.050 7.234 0.1065
H -3.976 -23.884 6.561 0.0785
H -5.677 -23.373 4.817 0.1152
H -4.916 -21.850 5.231 0.1069
```

As for the energy above the lowest of the compared OMol25 structures with the same formula, charge and spin: 23.3 kJ/mol. As for the LUMO energy: 1.9 eV. Its total charge is -1. The calculation puts the total energy at -3297.197091 Ha.